C40H63N7O6S3 | the ωB97M-V functional and the def2-TZVPD basis

```
! wB97M-V def2-TZVPD RIJCOSX def2/J DEFGRID3
* xyz 0 1
S 0.49 -3.75 -5.07
S 2.46 1.71 5.22
S 2.41 4.24 -2.78
O 3.77 2.18 5.62
O -0.37 -4.41 -6.03
O 3.77 4.70 -2.89
O 0.24 -2.36 -4.70
O 2.13 3.06 -1.99
O 1.38 2.62 4.90
N 1.24 -1.10 0.92
N 0.48 -4.26 2.52
N -3.66 4.45 0.09
N 5.36 -2.44 -0.64
N -4.07 -4.09 1.06
N -3.21 1.79 -6.98
N -1.31 2.23 3.21
C 1.54 4.21 -4.43
C 2.22 -3.87 -5.56
C -1.99 2.95 3.78
C -2.39 -5.09 0.07
C 0.78 6.24 -3.32
C -0.26 -4.83 3.51
C -2.05 5.99 0.33
C 1.79 -4.43 2.94
C 1.88 0.44 6.42
C 0.71 -4.67 -3.57
C 3.06 -4.42 -4.39
C -2.94 -3.85 0.32
C 0.13 1.07 0.03
C -1.03 0.73 -0.95
C -2.86 3.92 4.47
C -1.99 1.88 -6.38
C 2.16 -4.41 -3.14
C -4.24 -5.44 1.24
C 5.24 -3.56 1.30
C -4.20 5.55 0.70
C 1.02 -0.51 5.61
C -0.74 -0.38 -1.92
C 1.34 5.52 -2.12
C -3.26 -6.09 0.49
C 0.33 5.11 -4.25
C 1.81 -4.92 4.23
C -3.49 1.31 -4.85
C -2.10 1.56 -5.05
C -4.15 1.48 -6.04
C 0.76 -0.15 0.51
C 6.57 -3.08 -0.46
C -4.03 3.30 5.20
C 1.46 -0.53 4.15
C 0.45 -5.18 4.60
C 2.51 0.55 3.82
C 6.51 -3.83 0.70
C 4.58 -2.73 0.43
C -2.35 4.74 -0.17
C -3.26 6.52 0.86
C -3.67 2.21 6.23
H 0.92 1.72 -0.35
H 0.63 -0.41 3.46
H -3.01 -7.14 0.44
H -4.48 1.59 6.59
H 0.05 -4.48 -2.73
H 0.03 -5.59 5.50
H 0.18 -3.79 1.69
H 7.33 -2.99 -1.21
H 2.65 -4.23 2.31
H -5.18 1.41 -6.34
H -1.32 1.35 -4.35
H 2.56 -3.04 -6.16
H 1.46 0.76 7.37
H 1.83 6.09 -1.33
H 2.39 -5.12 -2.35
H -1.53 -5.38 -0.52
H -3.21 4.66 3.75
H -1.97 0.78 -0.39
H 0.50 4.98 -1.69
H -0.56 -1.42 -1.65
H -4.11 3.59 -0.14
H -0.53 4.55 -3.89
H -0.03 -0.19 5.67
H 2.77 -0.17 6.63
H 5.08 -1.88 -1.42
H 3.93 -3.81 -4.11
H -5.05 -5.87 1.80
H -4.67 4.05 5.67
H -4.63 -3.33 1.40
H 2.31 1.09 2.90
H 3.56 -5.38 -4.55
H 1.55 6.81 -3.86
H 2.15 -4.75 -6.21
H -1.64 -0.46 -2.55
H 3.63 -2.24 0.56
H -1.12 1.94 -7.02
H 2.29 4.59 -5.12
H -3.96 0.89 -3.97
H 1.31 3.18 -4.67
H -1.06 6.40 0.18
H -0.03 5.59 -5.17
H -3.31 1.86 -7.97
H -4.74 2.84 4.51
H 7.39 -4.34 1.05
H 0.74 -5.73 -3.84
H -2.24 4.45 5.20
H 3.52 0.15 3.72
H 0.82 -1.51 6.01
H -1.33 -4.84 3.33
H -2.66 -2.85 0.03
H 4.88 -3.96 2.23
H -2.88 1.58 5.81
H -0.05 -0.15 -2.74
H 0.13 7.06 -3.03
H -3.44 7.55 1.13
H 2.21 -3.37 -2.78
H -1.73 4.03 -0.68
H -1.22 1.64 -1.54
H -5.27 5.62 0.88
H -0.31 1.59 0.88
H 1.98 -1.47 3.95
H 2.71 -5.16 4.77
H -3.24 2.77 7.07
*
```

Output
energy above the lowest of the compared OMol25 structures with the same formula, charge and spin	0.000	eV
energy	-3591.079544	Eh
LUMO	0.275	eV
frontier orbital gap	8.11	eV
SMILES string	O=S1(=O)CCCC1.O=S1(=O)CCCC1.O=S1(=O)CCCC1.c1cc[nH]c1.c1cc[nH]c1.c1cc[nH]c1.c1cc[nH]c1.c1cc[nH]c1.CCCC#N.CCCC#N
HOMO	-7.833	eV
maximum force	3.1	eV/A



C40H64GeInN7S2Se | the ωB97M-V functional and the def2-TZVPD basis

```
! wB97M-V def2-TZVPD RIJCOSX def2/J DEFGRID3
* xyz 0 1
In 0.03 -0.74 -0.22
Se -1.57 2.71 -0.48
Ge -1.50 5.33 1.55
S -2.89 -0.26 -4.91
S 1.26 0.99 1.88
N 3.79 0.21 1.51
N 2.60 1.17 -0.31
N 4.88 0.28 0.61
N -3.68 0.72 -2.50
N -1.52 -0.16 -2.75
N 2.48 0.25 -1.16
N -0.73 -0.78 -3.67
C 3.29 -0.05 -3.37
C -0.57 -0.68 -7.24
C -1.49 3.68 -2.17
C 1.41 1.42 -3.05
C -0.60 -1.58 -6.00
C -3.93 -0.58 0.64
C 1.34 -1.76 4.25
C 7.16 -2.02 -1.13
C 0.54 -4.12 4.33
C 1.35 1.64 -4.42
C 1.02 -3.00 3.40
C -0.20 -3.23 1.11
C 6.68 -0.92 -0.44
C 6.34 -3.12 -1.36
C 0.16 5.78 0.58
C -4.62 -2.78 1.71
C 2.27 1.04 -5.26
C -2.41 -5.08 -0.24
C 3.24 0.19 -4.73
C -3.61 -1.63 1.71
C -0.08 -2.72 2.40
C -2.61 4.05 0.51
C -1.29 -2.06 2.68
C 4.52 -1.97 -0.25
C 5.35 -0.88 0.00
C -0.79 -3.86 -1.68
C 2.31 -3.43 2.71
C -2.18 -2.16 1.60
C 5.02 -3.08 -0.92
C -3.80 -0.91 3.06
C 2.38 0.57 -2.52
C 2.54 2.60 -0.58
C -1.07 4.46 3.26
C 2.72 0.73 1.06
C -2.52 6.99 1.83
C -1.49 -2.92 0.57
C -1.95 -3.68 -0.68
C -3.07 -3.03 -1.50
C -2.69 0.17 -3.23
C -1.25 -0.92 -4.83
H -0.45 -2.90 -2.06
H -4.47 1.13 -2.95
H 0.00 0.23 -7.04
H 3.03 2.81 -1.53
H 2.04 -2.02 5.05
H -2.49 3.89 -2.52
H 1.50 2.96 -0.61
H -1.98 4.25 3.82
H -0.98 3.05 -2.90
H -0.32 -3.80 4.91
H 8.18 -2.03 -1.48
H -5.61 -2.42 1.97
H 0.25 -5.00 3.74
H -3.93 -0.99 -0.37
H -1.13 -4.45 -2.53
H -3.19 0.22 0.68
H 2.24 1.21 -6.33
H 0.44 -1.35 4.71
H -4.83 -0.52 3.11
H 5.61 0.84 1.02
H 0.75 6.46 1.20
H -0.10 -1.21 -8.07
H 3.05 3.11 0.23
H -4.68 -3.28 0.75
H 6.72 -3.99 -1.88
H -4.32 -3.53 2.45
H -2.74 7.49 0.89
H -2.75 -2.04 -1.85
H -3.66 -1.58 3.90
H -1.93 7.67 2.45
H -3.28 -5.01 0.41
H -3.24 3.49 1.19
H -3.99 -2.93 -0.94
H 7.33 -0.07 -0.25
H 0.67 1.86 -2.39
H -3.41 1.08 -1.59
H -3.46 6.81 2.35
H -2.67 -5.69 -1.10
H 4.38 -3.94 -1.10
H 3.49 -1.94 0.07
H 1.34 -4.41 5.02
H 0.75 4.89 0.40
H -1.49 -1.58 3.62
H -0.54 3.52 3.09
H 3.96 -0.28 -5.38
H 0.41 -1.84 -5.70
H 0.53 -3.87 0.63
H -1.58 -0.41 -7.55
H 4.04 -0.70 -2.94
H 2.19 -4.39 2.19
H -1.62 -5.58 0.32
H 0.06 -4.38 -1.24
H 2.62 -2.67 1.98
H 3.12 -3.55 3.44
H -3.26 4.54 -0.22
H -0.05 6.28 -0.37
H -3.29 -3.64 -2.38
H -0.43 5.10 3.87
H -0.93 4.61 -2.03
H -4.92 -0.15 0.83
H 0.57 2.27 -4.83
H -3.12 -0.06 3.16
H -1.14 -2.50 -6.23
H 1.80 -0.99 3.64
*
```

Output
energy above the lowest of the compared OMol25 structures with the same formula, charge and spin	2.403	eV
energy	-7410.586121	Eh
LUMO (spin up / spin down)	0.016 / -1.598	eV
frontier orbital gap (spin up / spin down)	6.93 / 4.55	eV
HOMO (spin up / spin down)	-6.914 / -6.150	eV
maximum force	2.7	eV/A



C40H66FGe2HfN6O2Te | the ωB97M-V functional and the def2-TZVPD basis

```
! wB97M-V def2-TZVPD RIJCOSX def2/J DEFGRID3
* xyz 1 1
Hf 0.24 0.45 0.04
Te 0.01 -1.35 -3.66
Ge -2.34 0.33 -0.64
Ge -0.09 3.14 0.64
F -0.49 0.52 1.80
O 2.34 0.87 -0.70
O 0.36 1.61 -2.18
N 3.02 -0.60 2.12
N 2.63 -2.27 -2.54
N 1.13 -1.46 1.05
N 0.40 -2.11 -1.68
N 2.59 -2.91 2.22
N 1.01 -4.10 -2.98
C 3.13 -3.09 3.57
C -3.38 -0.69 0.72
C -2.10 3.21 0.45
C 0.55 3.45 2.51
C -2.14 -3.84 2.25
C 1.29 -2.76 -2.63
C -4.97 5.38 1.70
C -2.75 2.22 -0.19
C 2.21 -1.68 1.79
C -0.80 -2.95 0.36
C -4.53 0.08 1.37
C -0.66 -2.90 -1.08
C 4.46 -0.74 2.16
C -4.26 4.29 1.21
C -1.55 -3.58 -1.87
C -0.35 -2.34 2.68
C 0.30 4.74 3.29
C 3.43 -2.44 -3.74
C 1.15 -4.57 -4.35
C 0.60 6.03 -0.38
C 2.09 -4.13 1.61
C -1.40 -3.13 3.15
C 3.36 -2.67 -1.34
C 2.48 0.35 3.09
C -2.94 6.64 1.83
C -0.66 2.23 -2.98
C 1.25 -5.15 -2.01
C -1.88 -3.75 0.87
C -4.31 6.56 2.01
C -2.59 -4.38 -1.34
C -2.88 4.36 0.99
C -2.74 -4.46 0.00
C -2.25 5.55 1.34
C 2.60 0.90 -2.12
C -4.74 0.08 -2.33
C 0.73 4.52 -0.58
C 0.00 -2.28 1.34
C 1.64 1.87 -2.74
C -3.22 -0.11 -2.37
C 3.19 1.78 0.02
H 4.06 -2.56 3.72
H -1.47 -3.51 -2.94
H 2.80 1.88 1.03
H 1.64 3.30 2.45
H 4.78 -1.61 1.59
H 0.63 5.63 2.75
H 0.44 -5.38 -4.52
H -3.53 -5.05 0.44
H -0.42 6.37 -0.55
H 2.87 -2.10 -4.61
H -0.80 1.66 -3.90
H 3.01 1.30 3.00
H 0.83 4.73 4.24
H 2.43 -0.12 -2.47
H -0.76 4.87 3.51
H 2.63 -0.01 4.12
H 2.16 -4.96 -4.57
H -3.26 -4.90 -2.01
H 0.36 4.27 -1.59
H 3.31 -4.15 3.71
H -3.00 -1.15 -2.60
H 4.92 0.15 1.73
H -2.69 -1.02 1.50
H 2.73 -2.48 -0.48
H 0.22 -1.74 3.37
H 1.08 -4.78 -1.00
H -5.06 -0.53 2.09
H 1.61 1.70 -3.83
H -2.41 7.55 2.08
H -4.16 0.97 1.89
H 2.40 -2.77 4.32
H 4.20 1.38 0.04
H 0.54 -5.96 -2.17
H 2.89 -4.87 1.61
H 3.64 1.18 -2.28
H -2.96 -4.46 2.58
H 3.18 2.76 -0.46
H -1.62 -3.16 4.21
H -5.01 1.12 -2.10
H 1.80 4.28 -0.60
H 1.91 2.91 -2.55
H 1.79 -3.93 0.59
H -5.21 -0.17 -3.29
H -1.57 2.26 -2.39
H -4.80 3.37 1.02
H -3.75 -1.59 0.23
H 3.74 -3.48 -3.91
H -3.83 2.38 -0.34
H 4.26 -2.06 -1.26
H -1.18 5.63 1.23
H 1.42 0.53 2.92
H -6.04 5.29 1.86
H -4.87 7.41 2.40
H -5.26 0.43 0.63
H 0.93 -3.77 -5.05
H 2.27 -5.57 -2.07
H -5.20 -0.55 -1.57
H 1.23 -4.54 2.15
H 0.16 2.61 3.08
H 1.24 6.56 -1.09
H 0.89 6.34 0.62
H -2.80 0.49 -3.18
H 4.33 -1.84 -3.65
H 4.85 -0.83 3.18
H 3.67 -3.72 -1.36
H -0.37 3.25 -3.22
*
```

Output
energy above the lowest of the compared OMol25 structures with the same formula, charge and spin	3.849	eV
energy	-6612.255082	Eh
LUMO	-3.079	eV
frontier orbital gap	6.30	eV
HOMO	-9.375	eV
maximum force	0.7	eV/A



C40H66O33 | the ωB97M-V functional and the def2-TZVPD basis

```
! wB97M-V def2-TZVPD RIJCOSX def2/J DEFGRID3
* xyz 0 1
O -6.96 2.32 -8.74
O -2.69 6.72 -7.81
O -9.12 6.45 -8.69
O -7.58 3.61 -7.03
O -7.00 6.23 -9.41
O -2.72 9.21 -4.11
O -11.44 10.07 -10.16
O -11.58 2.66 -12.43
O -8.57 5.30 -10.55
O -8.69 3.06 -14.93
O -1.65 10.79 -2.90
O -2.46 5.13 -12.30
O -14.25 4.37 -8.46
O -13.57 3.08 -11.46
O -9.54 5.16 -14.99
O -12.96 4.27 -13.21
O -10.63 8.74 -11.74
O -7.23 10.48 -2.45
O -3.55 3.89 -10.79
O -7.56 10.44 -4.65
O -9.12 2.86 -8.39
O -9.25 10.06 -10.52
O -4.67 4.73 -12.50
O -10.83 3.54 -15.49
O -12.05 4.14 -8.52
O -3.24 4.51 -7.78
O -3.10 5.65 -5.90
O -1.79 10.94 -5.11
O -12.25 9.76 -4.18
O -11.94 8.10 -5.61
O -5.96 11.76 -3.73
O -13.00 5.77 -9.68
O -11.13 10.05 -6.12
C -14.76 3.68 -11.93
C -8.31 6.02 -9.49
C -6.84 10.99 -3.63
C -11.19 11.47 -6.16
C -6.69 3.37 -12.55
C -12.60 3.28 -12.39
C -3.88 4.53 -5.53
C -2.56 10.32 -6.13
C -11.31 2.22 -15.62
C -14.26 4.75 -12.87
C -5.68 4.14 -11.69
C -9.52 1.94 -9.43
C -3.15 9.07 -5.50
C -10.34 9.67 -10.80
C -6.49 7.00 -8.34
C -8.52 8.23 -4.83
C -4.67 8.98 -5.52
C -2.03 10.34 -3.94
C -8.22 9.45 -2.61
C -3.99 3.73 -6.84
C -11.99 8.27 -11.57
C -12.57 9.28 -10.55
C -5.17 5.00 -4.90
C -8.62 4.13 -6.21
C -10.98 1.65 -17.00
C -15.01 4.99 -14.18
C -10.12 11.95 -7.10
C -11.57 7.59 -6.87
C -7.80 2.90 -8.12
C -9.60 3.83 -15.13
C -12.53 3.20 -7.52
C -11.83 9.35 -5.21
C -8.33 5.77 -14.59
C -4.88 3.36 -10.65
C -9.89 4.93 -10.88
C -8.54 9.56 -4.10
C -14.03 3.10 -7.85
C -13.10 4.84 -8.93
C -2.94 5.71 -7.23
C -3.45 4.59 -11.90
H -10.53 7.85 -7.09
H -9.54 10.00 -4.16
H -5.25 3.56 -9.65
H -12.48 8.32 -12.53
H -10.11 13.03 -7.15
H -10.17 11.47 -8.08
H -6.56 8.08 -8.51
H -12.40 2.16 -15.51
H -10.33 4.27 -10.15
H -8.30 5.81 -13.50
H -6.90 3.87 -13.49
H -12.97 8.72 -9.70
H -11.90 7.30 -11.09
H -3.29 3.88 -4.88
H -10.97 1.63 -14.76
H -5.73 5.64 -5.58
H -6.23 5.00 -11.29
H -3.45 2.79 -6.71
H -9.49 3.48 -6.10
H -8.96 5.07 -6.64
H -4.99 3.50 -7.22
H -15.45 4.12 -11.21
H -14.33 2.26 -8.47
H -15.83 5.69 -13.98
H -15.45 3.01 -12.47
H -11.52 0.70 -17.06
H -7.09 6.85 -7.43
H -14.51 3.00 -6.87
H -11.93 2.31 -7.70
H -11.19 11.92 -5.16
H -3.32 11.02 -6.50
H -9.38 7.68 -4.41
H -9.07 9.69 -1.97
H -10.50 5.82 -11.01
H -4.84 2.29 -10.87
H -11.38 2.30 -17.77
H -7.71 7.53 -4.63
H -9.09 2.34 -10.34
H -9.11 11.63 -6.80
H -7.62 3.27 -11.98
H -8.73 8.36 -5.89
H -12.17 11.79 -6.53
H -10.60 1.97 -9.46
H -5.19 9.50 -6.33
H -2.68 8.16 -5.85
H -10.00 4.52 -11.89
H -14.31 5.71 -12.35
H -1.95 10.14 -7.02
H -12.18 8.10 -7.62
H -7.74 8.50 -2.36
H -5.49 6.64 -8.14
H -9.17 0.92 -9.25
H -6.31 2.38 -12.82
H -8.21 4.29 -5.22
H -5.82 4.18 -4.58
H -15.46 4.10 -14.60
H -5.05 5.53 -3.95
H -9.93 1.48 -17.18
H -7.45 5.20 -14.88
H -11.69 6.52 -7.03
H -14.51 5.57 -14.96
H -13.27 9.97 -11.00
H -8.20 6.75 -15.05
H -12.32 3.62 -6.54
H -4.93 7.94 -5.73
H -5.10 9.24 -4.56
*
```

Output
energy above the lowest of the compared OMol25 structures with the same formula, charge and spin	1.446	eV
energy	-4046.782050	Eh
LUMO	-0.296	eV
frontier orbital gap	9.83	eV
SMILES string	C[C@H]1COC(=O)O1.C[C@H]1COC(=O)O1.C[C@H]1COC(=O)O1.C[C@H]1COC(=O)O1.C[C@H]1COC(=O)O1.CCOC(=O)OC.CCOC(=O)OC.COC(=O)OC.COC(=O)OC.O=C1OCCO1.O=C1OCCO1
HOMO	-10.121	eV
maximum force	2.6	eV/A



> maximum force of number 1 (C40H63N7O6S3)?

3.1 eV/A